Model P:
C22H37ClP2Pb | ωB97M-V/def2-TZVPD

As for the gap between HOMO and LUMO (spin up / spin down): 3.1204 / 5.2168 eV.

Structure (ORCA input):
```
! wB97M-V def2-TZVPD RIJCOSX def2/J DEFGRID3
* xyz 2 1
P -4.72 -3.75 0.88
P -1.51 -5.00 2.60
C -4.25 -5.39 1.53
C -3.31 -5.40 2.75
H -3.85 -6.02 0.71
H -5.22 -5.82 1.83
H -3.71 -4.76 3.56
H -3.29 -6.43 3.15
C -0.85 -6.49 1.81
H 0.22 -6.37 1.58
H -1.36 -6.71 0.86
H -0.98 -7.33 2.51
C -1.02 -5.07 4.33
H -0.94 -6.13 4.60
H -1.78 -4.58 4.95
H -0.05 -4.57 4.50
C -5.43 -4.02 -0.73
H -5.34 -3.11 -1.32
H -6.48 -4.27 -0.57
H -4.92 -4.83 -1.25
C -5.85 -3.01 2.06
H -5.43 -2.96 3.09
H -6.76 -3.64 2.07
H -6.12 -1.99 1.74
Pb 0.35 0.86 1.75
C -0.63 -3.67 1.72
C -0.31 -3.93 0.33
C -1.32 -4.12 -0.69
C -1.45 -2.90 -1.63
C -2.52 -1.95 -1.22
C -3.25 -2.01 -0.07
C -2.71 -2.27 1.34
C -1.22 -2.20 1.63
C -0.72 2.02 0.16
H 0.33 -3.64 2.29
H 0.75 -3.80 0.10
H -2.31 -4.35 -0.25
H -0.99 -5.01 -1.26
H -0.46 -2.42 -1.69
H -1.68 -3.26 -2.64
H -2.80 -1.22 -2.00
H -4.22 -1.45 -0.12
H -2.97 -3.33 1.63
H -3.27 -1.66 2.07
H -0.71 -1.61 0.85
H -1.07 -1.69 2.59
H -0.50 3.08 0.38
H -1.80 1.81 0.23
H -0.30 1.73 -0.81
Cl 2.89 2.49 2.45
C 3.25 2.75 0.76
C 4.02 3.86 0.41
C 4.17 4.19 -0.94
C 3.52 3.43 -1.91
C 2.79 2.30 -1.56
C 2.72 1.87 -0.21
C 2.09 0.59 0.18
H 4.50 4.45 1.18
H 4.79 5.04 -1.22
H 3.60 3.71 -2.96
H 2.27 1.72 -2.32
H 1.59 0.08 -0.66
H 2.74 -0.09 0.75
*
```

Model Q:
C22H37ClP2Pb | ωB97M-V/def2-TZVPD

As for the gap between HOMO and LUMO (spin up / spin down): 4.6473 / 5.0068 eV.

Structure (ORCA input):
```
! wB97M-V def2-TZVPD RIJCOSX def2/J DEFGRID3
* xyz 2 1
P 0.61 -2.00 -1.82
P 0.16 1.87 -1.25
C 0.32 -0.51 -2.77
C 1.13 0.69 -2.35
H -1.16 -0.25 -2.71
H 0.43 -0.74 -3.84
H 2.08 0.41 -1.86
H 1.44 1.25 -3.25
C -0.32 2.87 -2.74
H -0.88 3.73 -2.37
H -0.94 2.32 -3.46
H 0.58 3.20 -3.27
C 1.11 3.35 -0.61
H 0.42 4.21 -0.68
H 1.99 3.60 -1.21
H 1.37 3.24 0.44
C 0.22 -3.30 -3.07
H 0.02 -4.25 -2.55
H 1.06 -3.44 -3.76
H -0.67 -3.01 -3.65
C 2.30 -2.37 -1.36
H 2.96 -1.50 -1.26
H 2.74 -3.01 -2.14
H 2.34 -2.93 -0.42
Pb 2.74 0.64 0.89
C -1.87 1.15 -1.25
C -2.14 0.43 -2.53
C -3.48 -0.29 -2.58
C -3.55 -1.60 -1.78
C -2.28 -2.33 -1.80
C -1.14 -2.10 -0.94
C -1.06 -0.91 0.11
C -1.98 0.30 0.01
C 2.63 -1.23 2.14
H -2.44 2.10 -1.14
H -2.16 1.13 -3.37
H -3.67 -0.53 -3.64
H -4.31 0.39 -2.27
H -3.88 -1.40 -0.75
H -4.32 -2.24 -2.24
H -2.28 -3.27 -2.37
H -0.95 -3.04 -0.39
H -0.01 -0.57 0.19
H -1.23 -1.38 1.10
H -3.01 -0.03 0.20
H -1.76 0.94 0.88
H 2.87 -0.93 3.17
H 3.36 -1.98 1.78
H 1.60 -1.65 2.09
Cl 3.78 1.78 4.02
C 2.25 1.34 4.71
C 2.18 1.05 6.07
C 0.97 0.58 6.60
C -0.14 0.42 5.78
C -0.07 0.74 4.43
C 1.13 1.23 3.86
C 1.19 1.60 2.45
H 3.05 1.20 6.69
H 0.90 0.34 7.66
H -1.09 0.05 6.19
H -0.93 0.62 3.76
H 0.27 1.35 1.91
H 1.49 2.65 2.30
*
```

We find model P to be the most stable, with the next structure 0.0385 hartree higher.